1.
Below is a 4-piece molecular cluster, C18H45IN3O6 overall at a distorted geometry, with properties calculated with ωB97M-V/def2-TZVPD.

Structure (XYZ):
```
73
Properties=species:S:1:pos:R:3:forces:R:3:mulliken_charge:R:1
I -57.47477 -11.58493 21.57271 -0.09 0.07 0.17 -0.66
C -62.95959 -11.36331 18.16987 -0.27 -3.98 -0.90 -0.61
O -62.93971 -12.04343 19.40571 0.93 0.76 0.65 -0.26
C -61.68732 -12.62648 19.73617 -3.19 -4.29 -1.01 -0.38
C -61.94328 -13.27320 21.13134 3.00 2.89 0.00 -0.59
N -60.67984 -13.87737 21.47998 2.09 1.08 -2.14 0.00
C -60.69896 -14.64967 22.62885 3.68 7.44 4.66 -0.48
C -59.32578 -15.12862 22.96525 -0.43 -3.75 -0.50 -0.67
O -59.27907 -16.13855 24.03626 -0.26 -0.27 -1.18 -0.40
C -58.24141 -17.17427 23.88266 -1.36 2.53 2.67 -0.78
H -62.14775 -10.64326 18.02828 -0.43 0.27 0.14 0.25
H -64.03453 -11.03607 18.10834 1.40 0.12 -0.62 0.22
H -62.70436 -12.34783 17.47448 -0.83 2.83 0.38 0.24
H -60.91565 -11.98284 19.78647 2.64 2.58 -0.08 0.42
H -61.33411 -13.53161 18.83375 -1.17 2.41 2.63 0.21
H -62.80018 -13.83859 20.98743 -1.25 -1.98 0.20 0.35
H -62.14658 -12.54466 21.99600 -0.35 -0.18 -1.46 0.16
H -59.83070 -13.13066 21.48271 -2.61 -2.03 0.05 -0.12
H -61.19522 -15.46081 22.59621 -4.52 -5.44 -0.36 0.39
H -61.04075 -13.88197 23.55100 0.18 -2.16 -1.45 0.08
H -58.56158 -14.48909 23.08368 2.19 3.32 1.35 0.46
H -58.96255 -15.53216 22.03159 -0.10 -1.14 -0.63 0.51
H -58.33929 -17.71094 24.86285 1.00 0.86 -0.38 0.19
H -57.33903 -16.58432 23.67450 0.30 -1.05 0.17 0.34
H -58.47164 -17.97422 23.25450 -0.43 -0.73 -2.14 0.35
C -50.92544 -12.00190 21.70665 -1.58 1.51 -1.84 -1.01
O -51.83529 -11.75629 22.77376 1.74 -0.19 -1.61 -0.27
C -52.96099 -12.62146 22.72239 -0.88 4.35 -0.39 -0.73
C -53.65968 -12.30549 24.04163 1.22 2.01 -1.41 0.06
N -54.88892 -12.94563 24.05490 -1.30 -2.93 2.82 -0.04
C -55.41950 -12.86881 25.44107 -2.73 -0.30 -1.12 -0.76
C -56.87239 -13.65759 25.62823 2.99 6.95 0.15 -0.17
O -57.27149 -13.68918 26.94918 1.26 -0.87 -1.31 -0.40
C -58.45473 -14.42686 27.03275 -2.24 6.13 3.47 -0.51
H -51.23430 -11.67298 20.66406 -0.85 0.19 1.03 0.32
H -50.01401 -11.48152 21.73926 1.22 0.93 1.22 0.36
H -50.67611 -12.98157 21.44675 0.17 -2.31 0.66 0.40
H -52.66737 -13.56418 22.79327 1.45 -4.47 0.01 0.47
H -53.49472 -12.49110 21.72322 0.00 0.12 1.48 0.34
H -53.85206 -11.21052 24.06261 0.68 -0.04 0.24 -0.25
H -52.92889 -12.54060 24.87959 -1.13 -0.09 -0.90 0.24
H -55.53506 -12.57193 23.38079 -0.34 0.33 -0.19 -0.01
H -55.56263 -11.84542 25.64551 -1.28 1.97 0.04 0.15
H -54.68477 -12.92770 26.20473 1.06 -1.92 0.56 0.56
H -56.70990 -14.48544 25.12923 0.35 -4.99 -1.87 0.39
H -57.52721 -13.01673 25.00271 -0.22 -0.34 0.32 0.01
H -58.53805 -14.15633 28.15864 -1.31 -1.33 -1.39 0.28
H -58.41755 -15.44455 26.90656 0.11 -2.33 -1.00 0.26
H -59.29790 -13.75593 26.47776 1.54 -2.30 0.91 0.15
C -60.41103 -10.11719 25.42607 -4.80 2.58 -0.79 -0.64
O -59.98519 -8.73212 25.48623 -1.39 -1.80 1.04 -0.36
C -59.22783 -8.37859 24.40612 2.63 -2.66 -2.14 -0.70
C -57.75506 -8.65092 24.80405 -1.81 -1.81 2.14 0.17
N -56.83855 -8.31360 23.79622 -0.93 0.94 -1.00 -0.30
C -55.47674 -8.42483 24.17142 -0.99 -2.49 -3.58 -0.09
C -54.62985 -8.13076 22.95937 1.37 5.98 2.08 -0.55
O -53.28910 -8.06972 23.40701 1.09 1.47 -1.20 -0.32
C -52.27804 -7.81020 22.35173 1.14 -6.37 4.85 -0.71
H -60.79164 -10.51095 26.38301 0.19 0.78 -0.21 0.31
H -59.83688 -10.84341 25.01625 3.05 -1.62 -1.14 0.24
H -61.29789 -10.11618 24.62738 1.24 -0.12 1.79 0.25
H -59.36665 -7.41928 24.02598 -0.34 2.25 0.33 0.53
H -59.37612 -8.95262 23.44077 -0.48 -0.19 1.04 0.22
H -57.64867 -9.84812 24.92993 -0.48 2.25 0.61 -0.20
H -57.76743 -8.12350 25.84240 1.19 -0.80 -1.71 0.20
H -57.05570 -9.02867 23.07437 0.56 0.70 0.11 0.18
H -55.33058 -9.39461 24.64626 0.55 -1.74 -1.21 -0.47
H -55.20041 -8.05026 25.03892 0.98 4.15 3.63 0.65
H -54.90469 -7.10739 22.20202 0.34 -1.77 2.91 0.25
H -54.77585 -8.72373 22.20879 -0.61 -4.75 -3.98 0.55
H -52.48346 -7.20599 21.61292 -2.39 2.91 -4.11 0.45
H -52.09329 -8.95313 22.03661 0.38 2.82 -0.01 0.10
H -51.38235 -7.29993 22.77179 -0.47 -0.98 0.45 0.23
```
Forces are in eV/Å.

Output
E: -1625.82690 a.u.
Frontier orbital gap: 7.69 eV
Net charge: -1
Energy above the lowest of the compared OMol25 structures with the same formula, charge and spin: 209.0 kcal/mol

***

2.
Below is a 3-piece molecular cluster, C18H45O12P3 overall at a distorted geometry, with properties calculated with ωB97M-V/def2-TZVPD.

Structure (XYZ):
```
78
Properties=species:S:1:pos:R:3:forces:R:3:mulliken_charge:R:1
C -2.97650 2.69211 2.60686 -0.66 -0.20 0.40 -1.17
C -3.97362 2.26417 1.54379 0.86 0.88 -0.20 -0.22
O -3.45924 1.06310 0.94042 -0.40 -0.30 0.59 0.27
P -4.29966 0.27186 -0.15130 -0.14 0.35 -0.28 0.28
O -5.23707 1.11144 -0.88820 -0.38 0.38 -0.03 -0.82
O -3.16128 -0.41990 -0.96476 0.60 -0.67 -0.03 -0.20
C -2.27704 0.30672 -1.79228 0.71 1.68 -0.78 0.10
C -2.15660 -0.35299 -3.15759 0.00 -0.08 0.26 -1.36
O -4.89586 -1.02788 0.47868 -0.14 -0.31 0.37 -0.01
C -6.18916 -1.17430 1.09275 0.13 0.04 0.19 -0.42
C -6.19501 -0.57932 2.47932 -0.21 -0.01 0.31 -0.79
H -3.23307 3.67532 3.00589 0.11 0.18 -0.37 0.44
H -3.06247 2.04604 3.48494 0.36 -0.27 -0.22 0.29
H -1.97554 2.67763 2.18566 0.11 0.09 0.20 0.21
H -4.96939 2.18593 1.97599 -0.07 -0.40 -0.22 0.31
H -3.99080 3.00734 0.74596 -0.30 0.08 0.06 0.28
H -2.58346 1.35967 -1.89504 -0.62 -0.32 -0.16 0.38
H -1.28882 0.50007 -1.35373 -0.12 -1.01 0.48 0.03
H -1.16044 -0.19700 -3.57033 -0.03 0.06 -0.05 0.34
H -2.31499 -1.42539 -3.04202 0.06 -0.02 -0.06 0.30
H -2.89558 0.03584 -3.85503 -0.05 -0.06 0.00 0.35
H -6.98195 -0.73324 0.48922 0.21 0.03 -0.29 0.35
H -6.31035 -2.25348 1.12974 -0.25 -0.03 0.01 0.36
H -5.47567 -1.08565 3.12338 0.12 0.16 -0.02 0.21
H -5.99745 0.49182 2.45099 0.16 -0.06 -0.01 0.08
H -7.17698 -0.67758 2.94801 -0.03 -0.17 -0.14 0.44
C 0.28415 0.67636 2.07569 -0.93 -0.35 -0.73 -0.36
C 0.20553 -0.07217 3.38055 0.39 0.06 0.38 -0.40
O -0.84155 -1.05697 3.30437 0.16 0.43 -0.16 0.12
P -0.52436 -2.57873 3.50564 -0.21 -0.37 -0.05 0.27
O -0.18750 -3.03419 4.84621 0.04 -0.12 0.29 -0.82
O -1.83222 -3.24937 2.92940 0.20 -0.17 -0.08 -0.40
C -2.24421 -2.92630 1.59606 -0.87 0.85 -0.72 0.51
C -3.47747 -3.75107 1.26724 0.28 0.10 0.76 -1.17
O 0.60433 -2.81976 2.41441 0.22 0.17 -0.20 0.10
C 1.29674 -4.07871 2.36932 -0.11 -0.57 -0.50 -0.40
C 2.38617 -4.16850 3.40126 0.60 -0.20 -0.37 -1.11
H 0.57525 1.71834 2.17586 0.28 -0.04 0.06 0.50
H 0.88440 0.14128 1.33878 0.35 0.15 0.17 0.07
H -0.72007 0.65073 1.63303 0.01 0.29 0.16 -0.31
H 1.16316 -0.54937 3.60132 -0.09 -0.09 0.09 0.27
H -0.03141 0.57170 4.22562 -0.11 0.09 -0.06 0.44
H -2.57771 -1.88272 1.56263 0.22 0.01 0.21 -0.14
H -1.43207 -2.96379 0.86820 0.17 -0.58 0.19 0.25
H -4.24619 -3.32595 1.91531 -0.28 -0.31 -0.14 0.12
H -3.79209 -3.64973 0.23352 0.10 0.03 -0.08 0.35
H -3.33974 -4.79449 1.55079 0.02 -0.05 -0.21 0.43
H 0.57604 -4.90029 2.44129 -0.06 0.12 0.32 0.32
H 1.70036 -4.17119 1.35877 0.05 0.28 0.03 0.31
H 3.17862 -3.45437 3.16206 -0.29 0.39 0.35 0.25
H 1.96645 -4.05141 4.39478 0.24 0.11 0.12 0.31
H 2.92311 -5.11799 3.31465 -0.41 -0.21 0.11 0.41
C 7.05067 1.39861 -5.48329 0.19 -0.65 -0.75 -1.24
C 5.67807 1.91849 -5.14462 0.07 0.78 -0.25 -0.10
O 5.21961 1.27855 -3.95023 0.13 -0.14 0.04 -0.28
P 3.75400 1.54033 -3.43674 -0.16 0.18 0.38 1.06
O 2.63510 1.24454 -4.32235 -0.06 -0.05 -0.18 -0.76
O 3.84725 0.72082 -2.08611 0.04 0.21 0.02 -0.38
C 2.70321 0.71879 -1.20271 0.00 -0.42 0.07 -0.20
C 1.76984 -0.38482 -1.61060 -0.03 -0.51 -0.51 -0.75
O 3.71500 3.06612 -2.98564 -0.06 0.05 -0.24 -0.33
C 4.80149 3.62611 -2.25890 0.44 0.41 0.80 -0.14
C 4.31205 4.36238 -1.02542 -0.49 0.13 -0.19 -1.23
H 7.59888 1.05481 -4.60979 -0.11 0.12 0.16 0.32
H 6.96966 0.55816 -6.17869 0.08 -0.07 0.20 0.31
H 7.65884 2.14361 -5.99523 -0.10 0.15 0.07 0.36
H 5.74235 3.00588 -5.01233 -0.18 -0.11 0.39 0.21
H 4.94944 1.76840 -5.94217 0.06 -0.22 -0.04 0.34
H 3.13202 0.53225 -0.22053 -0.10 0.20 0.12 0.29
H 2.16473 1.66844 -1.21257 0.31 0.20 -0.04 0.31
H 2.26450 -1.35549 -1.54702 -0.02 0.01 0.21 0.26
H 0.85604 -0.40366 -1.01829 0.03 0.03 0.08 0.03
H 1.52117 -0.25457 -2.66497 -0.22 0.09 0.07 0.32
H 5.51676 2.86913 -1.92551 -0.12 -0.17 -0.28 0.36
H 5.33590 4.33379 -2.89868 -0.08 -0.14 -0.14 0.32
H 3.64275 5.18319 -1.29409 0.18 0.06 -0.07 0.31
H 3.72702 3.72305 -0.36168 0.24 -0.18 0.00 0.25
H 5.17391 4.75943 -0.48990 -0.06 0.03 0.08 0.38
```
Forces are in eV/Å.

Output
E: -2640.10400 a.u.
Frontier orbital gap: 11.03 eV
Energy above the lowest of the compared OMol25 structures with the same formula, charge and spin: 0.0 kcal/mol

***

3.
Below is a 9-piece molecular cluster, C18H46N5O10S3 overall at a distorted geometry, with properties calculated with ωB97M-V/def2-TZVPD.

Structure (XYZ):
```
82
Properties=species:S:1:pos:R:3:forces:R:3:mulliken_charge:R:1
N 13.82573 -20.67906 -9.42693 0.10 0.47 2.01 -0.31
H 13.81356 -19.67016 -9.38149 -0.30 0.65 -0.82 0.42
H 14.77454 -20.95969 -9.22418 0.22 -0.34 0.18 0.30
H 13.50414 -21.20444 -10.22734 0.07 -0.39 -2.24 0.29
H 13.21243 -20.96681 -8.67782 0.02 -0.09 0.74 0.35
N 12.42848 -24.64227 -8.05641 1.04 1.24 0.04 -0.20
H 13.20650 -24.81869 -7.43701 -0.26 -0.77 1.11 0.45
H 12.88578 -24.75324 -8.95009 0.08 -0.93 -2.22 0.19
H 12.28238 -23.64366 -8.01715 -0.70 0.21 0.43 0.31
H 11.57583 -25.17329 -7.95108 -0.15 -0.49 0.31 0.41
N 17.90026 -21.20703 -11.16054 -0.14 1.95 0.28 -0.14
H 17.31730 -21.60470 -10.43796 0.31 -0.62 0.13 0.32
H 17.78033 -21.64208 -12.06411 -0.02 -1.75 -1.55 0.00
H 18.87424 -21.04515 -10.94779 0.51 -0.45 0.44 0.39
H 17.55148 -20.27307 -11.32229 -0.31 0.74 -0.01 0.43
N 20.08850 -24.25662 -11.63427 -0.25 0.63 1.13 -0.18
H 20.08832 -25.26076 -11.52561 0.00 -0.55 -0.49 0.37
H 20.87675 -23.89455 -12.15164 0.63 -0.26 -0.77 0.44
H 20.05217 -23.85227 -10.70946 0.46 -0.04 0.51 0.38
H 19.23796 -23.94501 -12.08102 -0.79 -0.34 -1.30 -0.03
N 11.05286 -22.84286 -11.68863 -0.90 0.70 0.85 -0.21
H 12.01601 -22.59189 -11.86025 1.11 0.13 -0.51 0.13
H 11.00347 -22.91997 -10.68279 -0.41 -0.25 0.14 0.34
H 10.82768 -23.72098 -12.13394 0.03 -1.33 -0.77 0.44
H 10.40056 -22.13746 -12.00009 -0.25 0.33 -0.23 0.42
C 15.65768 -22.79871 -12.60213 -4.58 -1.18 3.28 -0.24
C 14.47368 -23.21493 -11.80729 4.80 -0.65 -3.03 0.31
C 14.36040 -24.76181 -11.39731 3.97 0.71 -1.13 0.58
O 13.39303 -24.98231 -10.68961 -1.87 -0.82 1.60 -0.96
C 15.55823 -25.60563 -11.72057 -6.08 1.94 1.47 -0.83
C 16.64717 -25.06658 -12.32200 2.88 -2.84 -0.37 -0.04
C 16.71457 -23.65859 -12.77992 -0.06 2.45 -0.85 0.68
O 17.69463 -23.04838 -13.27102 2.50 -1.14 0.59 -1.06
O 17.63409 -25.85225 -12.40357 0.46 1.94 -0.56 -0.69
O 13.67886 -22.32509 -11.47669 -2.12 0.81 1.46 -1.26
H 15.74529 -21.73601 -12.77355 -0.05 0.05 -0.54 0.93
H 15.52052 -26.66531 -11.51548 0.12 0.07 0.21 0.56
C 13.24260 -25.63114 -16.03241 -1.80 -0.19 -1.09 -0.04
C 13.51549 -27.08554 -15.51597 -0.21 2.21 0.15 -0.73
C 12.90873 -26.99743 -14.11552 -0.63 -0.81 0.89 -0.09
S 11.29896 -26.04482 -14.25985 0.81 -1.64 -2.48 1.00
O 11.19060 -24.94120 -13.34035 0.33 1.09 1.51 -0.75
O 10.19024 -26.94832 -14.36644 0.11 0.06 0.40 -0.66
C 11.71500 -25.38317 -15.90151 -0.65 -0.28 1.09 -0.97
H 13.39457 -25.42562 -17.09201 0.85 -0.29 0.04 0.35
H 13.72475 -24.87280 -15.41553 0.37 -0.13 -0.04 -0.07
H 14.59106 -27.26106 -15.49464 -0.11 -0.21 0.12 0.34
H 13.01750 -27.84115 -16.12356 0.03 0.12 0.03 0.34
H 13.49963 -26.53337 -13.32585 0.27 0.44 -0.44 -0.32
H 12.71975 -27.99828 -13.72733 -0.61 0.06 0.03 0.53
H 11.33039 -24.36647 -15.98210 0.55 0.25 0.31 0.46
H 11.00567 -25.92514 -16.52698 0.67 -0.53 -0.46 0.41
C 17.94618 -21.58017 -17.31129 0.90 -1.03 1.00 -0.60
C 16.65571 -21.85906 -16.44157 -1.25 -1.87 -1.46 0.18
C 15.46247 -22.43554 -17.36473 0.58 1.75 -1.05 -0.36
S 16.24710 -22.93092 -18.96339 -1.78 3.48 -3.07 1.09
O 15.45705 -22.37035 -20.16269 2.28 -2.00 4.01 -0.67
O 16.58963 -24.31618 -18.88953 0.05 -0.95 0.17 -0.58
C 17.79953 -21.92651 -18.81488 -2.08 0.62 0.39 -0.76
H 18.77768 -22.11606 -16.85354 -0.12 -0.91 -0.18 0.09
H 18.35961 -20.60873 -17.04020 -0.70 0.63 -0.97 0.43
H 16.36878 -20.98101 -15.86295 -0.23 -0.12 -0.21 0.45
H 16.74650 -22.72433 -15.78494 0.88 0.39 0.45 -0.41
H 14.75251 -21.65515 -17.63866 0.19 0.24 -0.18 0.43
H 14.80678 -23.26228 -17.09145 0.71 -0.27 0.63 -0.14
H 17.52832 -21.01671 -19.35044 0.14 -0.08 -0.20 0.33
H 18.49453 -22.50085 -19.42743 0.50 0.10 0.71 0.53
C 19.26174 -26.86273 -15.86817 -0.19 -1.34 0.69 -0.60
C 20.69423 -27.46239 -16.25508 -0.22 1.39 0.08 -0.74
C 21.77012 -26.68249 -15.51667 -1.60 0.94 1.39 -0.65
S 21.08707 -24.89341 -15.55673 0.08 -0.93 -0.71 0.92
O 21.62588 -24.00982 -16.55811 -0.08 -0.46 0.15 -0.62
O 21.06206 -24.37590 -14.19167 0.11 -0.11 0.67 -0.66
C 19.33385 -25.36465 -15.95379 2.18 0.81 -1.95 0.06
H 18.76437 -27.04214 -14.91500 1.03 -0.89 0.66 0.21
H 18.55802 -27.36862 -16.52920 -0.10 0.71 -0.54 0.38
H 20.87400 -27.19122 -17.29539 -0.43 -0.38 -0.38 0.33
H 20.87255 -28.53317 -16.15637 -0.52 0.07 0.19 0.43
H 22.80984 -26.93057 -15.73010 -0.14 0.72 -0.35 0.45
H 21.55914 -26.82033 -14.45620 0.52 -0.27 0.27 0.28
H 19.29328 -25.14779 -17.02123 -0.16 0.63 -0.05 0.27
H 18.80973 -24.59614 -15.38565 -0.63 -0.77 0.23 -0.16
```
Forces are in eV/Å.

Output
E: -2933.04601 a.u.
Frontier orbital gap: 5.22 eV
Net charge: +3
Energy above the lowest of the compared OMol25 structures with the same formula, charge and spin: 160.6 kcal/mol

***

Q: energy above the lowest of the compared OMol25 structures with the same formula, charge and spin of number 1 (C18H45IN3O6)?
A: 209.0 kcal/mol